[1]
{"formula": "C9H7N", "method": "the ωB97M-V functional and the def2-TZVPD basis", "smiles": "Cn1ccc2cc#ccc21", "e_above_lowest_ev": 3.505, "total_charge": 0, "e_lumo_ev": 0.34, "total_energy_ha": -401.74105, "homo_energy_ev": -7.938, "species": ["C", "C", "C", "C", "C", "C", "C", "C", "C", "N", "H", "H", "H", "H", "H", "H", "H"], "coordinates": [[-2.732, -0.632, 1.004], [-2.617, 0.600, 0.781], [-1.834, -1.618, 0.946], [-1.637, 1.243, 0.151], [0.614, -1.777, 0.236], [1.436, -0.772, -0.347], [-0.621, -1.044, 0.488], [-0.506, 0.335, 0.074], [1.589, 1.546, -1.000], [0.840, 0.447, -0.453], [-1.867, -2.606, 1.342], [-1.536, 2.392, -0.025], [0.954, -2.805, 0.575], [2.520, -0.853, -0.500], [1.495, 2.484, -0.283], [2.717, 1.297, -0.993], [1.185, 1.761, -1.995]]}

=====

[2]
{"formula": "C24H25CaI3N6OS2", "method": "the ωB97M-V functional and the def2-TZVPD basis", "e_above_lowest_ev": 0.753, "total_charge": 2, "e_lumo_ev": -4.66, "total_energy_ha": -3700.06702, "homo_energy_ev": -11.655, "species": ["Ca", "I", "C", "C", "C", "I", "C", "C", "C", "C", "N", "C", "C", "O", "H", "H", "H", "H", "S", "C", "C", "N", "C", "H", "H", "H", "N", "C", "C", "N", "C", "C", "H", "H", "H", "H", "H", "H", "H", "H", "H", "H", "H", "S", "C", "C", "N", "C", "H", "H", "H", "I", "C", "C", "C", "C", "C", "N", "H", "H", "H", "H"], "coordinates": [[0.711, 0.079, 0.288], [-4.288, 1.992, 1.011], [-2.558, 3.000, 0.457], [-2.649, 4.404, 0.369], [-1.557, 5.168, 0.084], [-1.781, 7.235, -0.049], [-0.297, 4.527, -0.094], [0.898, 5.231, -0.357], [2.082, 4.560, -0.491], [2.072, 3.168, -0.357], [0.979, 2.471, -0.121], [-0.215, 3.117, 0.004], [-1.385, 2.299, 0.253], [-1.293, 0.997, 0.284], [-3.610, 4.871, 0.533], [0.861, 6.309, -0.445], [3.008, 5.077, -0.691], [2.994, 2.603, -0.445], [-0.239, -0.293, 5.172], [0.531, 1.169, 4.747], [0.895, 1.134, 3.441], [0.584, -0.030, 2.780], [-0.020, -0.862, 3.589], [0.673, 1.968, 5.455], [1.391, 1.938, 2.915], [-0.361, -1.840, 3.284], [-5.116, -2.681, -0.284], [-4.675, -1.312, -0.740], [-3.182, -1.345, -1.039], [-2.379, -1.847, 0.064], [-2.859, -3.118, 0.564], [-4.341, -3.123, 0.927], [-4.970, -3.356, -1.040], [-6.117, -2.680, -0.084], [-4.897, -0.636, 0.082], [-5.273, -1.038, -1.607], [-2.851, -0.336, -1.283], [-3.006, -1.978, -1.917], [-2.303, -1.136, 0.787], [-2.278, -3.427, 1.433], [-2.687, -3.880, -0.207], [-4.570, -2.405, 1.714], [-4.701, -4.108, 1.219], [5.701, -0.545, 0.499], [5.299, -0.342, -1.149], [3.962, -0.149, -1.276], [3.261, -0.149, -0.097], [4.068, -0.345, 0.915], [6.041, -0.373, -1.928], [3.440, 0.007, -2.209], [3.737, -0.379, 1.944], [0.279, -1.730, -2.377], [1.031, -3.003, -0.879], [1.483, -4.263, -1.228], [2.013, -5.057, -0.222], [2.072, -4.557, 1.071], [1.593, -3.281, 1.307], [1.069, -2.508, 0.349], [1.433, -4.609, -2.251], [2.382, -6.048, -0.449], [2.487, -5.138, 1.882], [1.633, -2.846, 2.298]]}

=====

[3]
{"formula": "C4H11NOS", "method": "the ωB97M-V functional and the def2-TZVPD basis", "smiles": "N[C@@H](CO)CCS", "e_above_lowest_ev": 1.468, "total_charge": 0, "e_lumo_ev": 0.88, "total_energy_ha": -687.15538, "homo_energy_ev": -8.945, "species": ["C", "O", "C", "C", "C", "S", "N", "H", "H", "H", "H", "H", "H", "H", "H", "H", "H", "H"], "coordinates": [[0.318, 0.837, -1.400], [1.660, 0.831, -1.889], [0.154, -0.360, -0.431], [-0.880, 0.049, 0.671], [-0.351, -0.314, 2.038], [1.015, 0.683, 2.687], [-0.330, -1.589, -0.995], [0.211, 1.791, -0.871], [-0.389, 0.800, -2.238], [1.721, 0.983, -2.819], [1.111, -0.586, 0.055], [-1.039, 1.130, 0.622], [-1.842, -0.455, 0.583], [0.056, -1.341, 1.930], [-1.150, -0.577, 2.752], [0.516, 1.867, 2.411], [-1.122, -1.582, -1.623], [0.341, -2.167, -1.483]]}

=====

[4]
{"formula": "C44H100FN12O4", "method": "the ωB97M-V functional and the def2-TZVPD basis", "total_charge": 7, "e_lumo_ev": -13.81, "total_energy_ha": -2791.26307, "homo_energy_ev": -23.618, "species": ["F", "C", "C", "N", "C", "C", "N", "C", "C", "H", "H", "H", "H", "H", "H", "H", "H", "H", "H", "H", "C", "C", "N", "C", "C", "N", "C", "C", "H", "H", "H", "H", "H", "H", "H", "H", "H", "H", "H", "C", "C", "N", "C", "C", "N", "C", "C", "H", "H", "H", "H", "H", "H", "H", "H", "H", "H", "H", "C", "C", "N", "C", "C", "N", "C", "C", "H", "H", "H", "H", "H", "H", "H", "H", "H", "H", "H", "C", "N", "C", "C", "C", "C", "O", "H", "H", "H", "H", "H", "H", "H", "H", "H", "H", "H", "H", "H", "H", "C", "N", "C", "C", "C", "C", "O", "H", "H", "H", "H", "H", "H", "H", "H", "H", "H", "H", "H", "H", "H", "C", "N", "C", "C", "C", "C", "O", "H", "H", "H", "H", "H", "H", "H", "H", "H", "H", "H", "H", "H", "H", "C", "N", "C", "C", "C", "C", "O", "H", "H", "H", "H", "H", "H", "H", "H", "H", "H", "H", "H", "H", "H"], "coordinates": [[-0.048, -0.007, -0.074], [4.521, -3.442, 4.547], [5.234, -2.619, 3.368], [4.469, -2.062, 2.274], [3.289, -2.527, 1.686], [2.898, -1.728, 0.637], [3.945, -0.859, 0.328], [4.859, -1.000, 1.364], [4.119, 0.024, -0.838], [4.158, -4.381, 4.128], [3.735, -2.905, 5.079], [5.331, -3.535, 5.271], [6.051, -3.195, 2.932], [5.830, -1.775, 3.716], [2.798, -3.386, 2.119], [2.027, -1.850, 0.010], [5.729, -0.368, 1.466], [5.037, -0.145, -1.401], [4.017, 1.053, -0.494], [3.298, -0.073, -1.550], [0.416, -0.089, 8.640], [-0.291, -0.836, 7.436], [0.140, -0.430, 6.101], [1.130, -1.122, 5.451], [1.429, -0.326, 4.295], [0.570, 0.797, 4.222], [-0.200, 0.732, 5.355], [0.721, 1.973, 3.335], [1.487, -0.126, 8.838], [0.023, -0.451, 9.590], [0.085, 0.942, 8.768], [-1.338, -0.534, 7.477], [-0.451, -1.914, 7.462], [1.668, -1.967, 5.855], [2.236, -0.335, 3.577], [-0.958, 1.473, 5.562], [1.678, 1.985, 2.814], [0.550, 2.897, 3.887], [-0.048, 1.906, 2.566], [-2.747, -1.744, -2.161], [-3.395, -1.585, -3.459], [-4.514, -0.669, -3.507], [-5.687, -0.732, -2.781], [-6.325, 0.540, -3.092], [-5.538, 1.199, -4.066], [-4.325, 0.489, -4.147], [-5.942, 2.459, -4.650], [-3.477, -1.911, -1.369], [-2.077, -0.943, -1.849], [-2.121, -2.605, -2.392], [-3.592, -2.466, -4.070], [-2.718, -1.117, -4.173], [-6.037, -1.592, -2.230], [-7.254, 0.983, -2.766], [-3.530, 0.914, -4.741], [-5.378, 3.182, -4.061], [-6.978, 2.637, -4.362], [-5.848, 2.485, -5.735], [1.120, -3.850, -2.323], [2.295, -4.361, -3.216], [3.474, -3.723, -2.906], [4.147, -3.910, -1.668], [5.381, -3.309, -1.697], [5.466, -2.683, -2.867], [4.285, -2.923, -3.585], [6.610, -1.965, -3.359], [0.308, -4.572, -2.408], [0.762, -2.837, -2.507], [1.270, -3.666, -1.259], [2.005, -4.393, -4.267], [2.563, -5.404, -3.052], [3.769, -4.623, -0.951], [6.241, -3.329, -1.044], [4.016, -2.508, -4.546], [6.277, -1.281, -4.140], [7.339, -2.661, -3.772], [7.090, -1.436, -2.536], [2.598, 5.127, 1.255], [2.233, 5.378, -0.239], [2.077, 6.892, -0.507], [3.387, 4.895, -1.156], [0.988, 4.533, -0.702], [0.555, 3.241, 0.070], [1.466, 2.250, -0.281], [3.558, 5.515, 1.595], [2.691, 4.047, 1.368], [1.715, 5.434, 1.816], [3.030, 7.401, -0.371], [1.218, 7.281, 0.039], [1.857, 6.952, -1.573], [4.332, 5.175, -0.691], [3.408, 5.258, -2.184], [3.395, 3.805, -1.143], [1.049, 4.374, -1.779], [0.191, 5.251, -0.509], [-0.489, 2.972, -0.089], [0.627, 3.182, 1.156], [1.102, 1.374, -0.135], [2.125, -0.697, -5.164], [1.483, 0.656, -5.493], [2.394, 1.465, -6.363], [0.084, 0.568, -6.227], [1.479, 1.498, -4.209], [0.431, 1.217, -3.202], [0.464, -0.009, -2.643], [3.026, -0.413, -4.620], [2.199, -1.263, -6.092], [1.509, -1.207, -4.423], [2.585, 1.001, -7.330], [3.315, 1.659, -5.814], [2.031, 2.466, -6.599], [-0.227, 1.611, -6.170], [-0.501, -0.218, -5.748], [0.133, 0.337, -7.292], [1.120, 2.476, -4.530], [2.465, 1.743, -3.816], [-0.542, 1.285, -3.688], [0.332, 1.872, -2.337], [0.041, 0.094, -1.787], [-4.187, 2.316, 2.344], [-4.726, 2.818, 0.951], [-5.962, 1.982, 0.818], [-5.011, 4.330, 1.242], [-3.856, 2.627, -0.321], [-3.085, 1.267, -0.350], [-2.165, 1.189, 0.742], [-4.155, 1.243, 2.535], [-4.859, 2.712, 3.105], [-3.169, 2.688, 2.456], [-5.532, 0.986, 0.711], [-6.505, 2.224, -0.095], [-6.645, 1.987, 1.668], [-5.846, 4.372, 1.942], [-5.342, 4.876, 0.359], [-4.060, 4.692, 1.633], [-3.196, 3.489, -0.225], [-4.533, 2.804, -1.157], [-2.570, 1.192, -1.308], [-3.747, 0.402, -0.397], [-1.358, 0.765, 0.441], [-2.787, -4.710, 4.593], [-2.872, -3.978, 3.239], [-2.112, -4.886, 2.190], [-4.354, -3.762, 2.845], [-2.156, -2.648, 3.484], [-1.755, -1.662, 2.295], [-0.633, -1.960, 1.665], [-1.737, -4.876, 4.832], [-3.350, -5.614, 4.361], [-3.302, -4.070, 5.310], [-2.739, -5.686, 1.797], [-1.182, -5.305, 2.573], [-1.834, -4.241, 1.357], [-4.431, -3.070, 2.006], [-4.849, -3.298, 3.698], [-4.799, -4.735, 2.641], [-1.258, -2.849, 4.069], [-2.696, -2.161, 4.296], [-1.609, -0.691, 2.766], [-2.482, -1.757, 1.488], [-0.566, -1.356, 0.922]]}

=====

[5]
{"formula": "C3H7N", "method": "the ωB97M-V functional and the def2-TZVPD basis", "smiles": "C[C@H]1CN1", "e_above_lowest_ev": 0.996, "total_charge": 0, "e_lumo_ev": 1.22, "total_energy_ha": -173.20549, "homo_energy_ev": -9.669, "species": ["C", "C", "C", "H", "H", "H", "H", "H", "H", "H", "N"], "coordinates": [[0.580, 0.866, -1.118], [-0.427, 0.265, -0.164], [-0.267, -1.136, 0.251], [1.577, 0.476, -0.995], [0.196, 0.587, -2.135], [0.577, 1.945, -0.933], [-1.362, 0.716, -0.283], [0.689, -1.661, 0.050], [-1.065, -1.892, 0.495], [0.919, 0.031, 1.336], [-0.121, -0.025, 1.236]]}